# 1
The following is a DFT calculation (ωB97M-V/def2-TZVPD) of a molecular structure, C6H12Br6 at a distorted geometry.

Structure (XYZ):
```
24
C6H12Br6 | the Open Molecules 2025 dataset | ωB97M-V/def2-TZVPD
H -7.16409 -6.24612 -12.11000
H -4.42034 -7.44354 -14.34153
H -8.08598 -4.26237 -10.45564
H -5.82136 -3.94107 -15.28343
C -6.35249 -3.05385 -14.93868
Br -5.10451 -3.29067 -12.33429
H -7.16365 -3.16061 -11.41925
Br -6.16769 -5.52740 -14.77694
H -6.48293 -4.92292 -12.99390
H -5.24879 -5.81462 -11.87891
H -5.69412 -1.23810 -13.71992
H -5.95279 -7.71794 -13.41247
Br -6.82513 -1.92225 -16.52843
Br -3.71818 -7.80629 -11.43342
Br -8.93404 -5.15282 -13.45357
Br -5.54917 -4.33763 -10.06967
C -7.22357 -4.20699 -11.11994
C -4.53246 -6.39409 -12.46130
H -4.48669 -2.07449 -14.50533
H -3.74718 -5.70043 -12.76175
C -5.43380 -2.25926 -13.99845
H -7.21979 -3.36307 -14.35536
C -7.29123 -5.18222 -12.31014
C -5.21118 -6.99089 -13.74339
```

Summary:
- Frontier orbital gap: 9.5 eV
- Total energy: -15679.6885 a.u.
- Relative energy (zero: lowest compared OMol25 entry of this formula, charge and spin): 139.4 kcal/mol
- Total charge: 0
- Highest occupied orbital energy: -0.3467 Eh

Here are the Mulliken charges for atoms 1 to 6, given in e: H 0.5874; H 0.4900; H 0.4573; H 0.3214; C -0.3785; Br 0.0172


# 2
The following is a DFT calculation (ωB97M-V/def2-TZVPD) of 2 unconnected molecules or ions with the total composition C9H13NOS at a distorted geometry.

Structure (XYZ):
```
25
C9H13NOS | the Open Molecules 2025 dataset | ωB97M-V/def2-TZVPD
H -1.37435 -1.02186 2.36655
S -1.19181 0.63645 -1.88014
H 2.85108 -1.32102 2.44061
H 0.62679 -1.12973 2.98791
N -2.75495 0.75776 -1.73545
O -0.47397 1.46262 -2.86336
H -1.87973 0.67511 2.15627
C 1.21283 1.93934 -0.12921
H -1.39090 -1.76573 -1.52026
H 1.31811 2.60589 0.64319
C 2.26382 -0.62526 1.75623
C 2.78004 -0.10172 0.62110
C 0.89548 -0.51413 2.07044
H 0.00002 -1.24801 -2.38410
C 0.49051 0.74736 0.16736
C -0.02684 0.10085 1.28722
C 1.96562 0.58780 -0.31386
C -1.45016 -0.17292 1.68454
H -2.07324 -0.44840 0.87692
C -1.00663 -1.08637 -2.25724
H -1.52481 -1.24187 -3.17068
H 2.18525 0.38416 -1.39909
H 3.79080 -0.35493 0.17504
H 1.18547 2.41257 -1.06889
H -3.18813 1.67120 -1.84646
```

Summary:
- Frontier orbital gap (spin up / spin down): 6.5 / 7.2 eV
- Total energy: -878.7049 a.u.
- Relative energy (zero: lowest compared OMol25 entry of this formula, charge and spin): 129.1 kcal/mol
- Total charge: 0
- Highest occupied orbital energy (spin up / spin down): -0.2616 / -0.2753 Eh

Here are the Mulliken charges for atoms 1 to 6, given in e: H 0.3940; S 0.8744; H 0.2650; H 0.2035; N -0.6847; O -0.6332


# 3
The following is a DFT calculation (ωB97M-V/def2-TZVPD) of 2 unconnected molecules or ions with the total composition C2H3F3O2S2 at a distorted geometry.

Structure (XYZ):
```
12
C2H3F3O2S2 | the Open Molecules 2025 dataset | ωB97M-V/def2-TZVPD
H -3.01604 0.03103 0.86794
S -1.52791 1.57114 -0.57595
F 3.30926 0.68304 0.33816
F 1.51293 -0.15343 1.27546
C 2.50624 -0.46190 0.46548
O -2.59587 1.81618 -1.46668
F 3.17166 -1.44873 1.04464
H -1.15523 -0.31862 0.80707
S 1.81003 -0.68343 -1.36225
H -2.34893 -0.79020 -0.48438
C -2.05066 -0.04722 0.23395
O 0.38451 -0.19784 -1.14343
```

Summary:
- Frontier orbital gap (spin up / spin down): 5.9 / 9.4 eV
- Total energy: -1324.3422 a.u.
- Relative energy (zero: lowest compared OMol25 entry of this formula, charge and spin): 44.1 kcal/mol
- Total charge: 0
- Highest occupied orbital energy (spin up / spin down): -0.2974 / -0.3556 Eh

Here are the Mulliken charges for atoms 1 to 6, given in e: H 0.3143; S 0.4210; F -0.2272; F -0.1846; C 0.6230; O -0.4424


# 4
The following is a DFT calculation (ωB97M-V/def2-TZVPD) of a molecular structure, C3H5EuO4 at a distorted geometry.

Structure (XYZ):
```
13
C3H5EuO4 | the Open Molecules 2025 dataset | ωB97M-V/def2-TZVPD
O -0.88399 0.31632 0.13940
H -0.99682 1.86776 1.48174
H 1.08796 1.07458 2.37706
C -0.30475 1.50369 0.71589
C 1.02445 0.99845 1.28788
O -0.78654 -1.72587 -3.08409
C -0.06821 -0.70093 0.27721
O 1.02677 -0.39880 0.92940
H -0.18457 2.25108 -0.07402
H 1.89967 1.46240 0.82232
H 0.09948 -1.52939 -3.38797
O -0.46706 -1.86976 0.18954
Eu -1.44640 -3.24954 -1.67434
```

Summary:
- Frontier orbital gap (spin up / spin down): 8.2 / 9.2 eV
- Multiplicity: 8
- Total energy: -1128.3949 a.u.
- Relative energy (zero: lowest compared OMol25 entry of this formula, charge and spin): 0.0 kcal/mol
- Total charge: +1
- Highest occupied orbital energy (spin up / spin down): -0.4603 / -0.4936 Eh

Here are the Mulliken charges for atoms 1 to 6, given in e: O -0.3054; H 0.2547; H 0.2569; C -0.2340; C -0.2305; O -0.8810